Formula: C4H14N2OS
Source: OMol25
Level of theory: ωB97M-V/def2-TZVPD

Values from the calculation:
calculated total energy	-20235.747	eV
SMILES	NCCNCCS.O
orbital gap	0.34321	hartree
relative energy (zero: lowest compared OMol25 entry of this formula, charge and spin)	2.282	eV

ORCA input file:
```
! wB97M-V def2-TZVPD RIJCOSX def2/J DEFGRID3
* xyz 0 1
N 0.78288 -0.40122 2.10120
C 1.43730 0.51300 1.13863
C 1.69701 -0.17952 -0.20316
N 0.31473 -0.38875 -0.85700
C -0.16941 0.90617 -1.51227
C -1.31191 1.61097 -0.74326
S -3.00383 1.30958 -1.42089
H 1.59254 -0.76160 2.70161
H 0.23945 0.18585 2.73558
H 0.89127 1.46745 1.10363
H 2.31569 1.00012 1.51999
H 2.39110 0.42699 -0.99442
H 2.12379 -1.24044 -0.09580
H -0.36855 -0.73852 -0.24968
H 0.58908 1.62312 -1.86025
H -0.66601 0.38974 -2.38274
H -1.09237 2.57361 -0.52933
H -1.27379 1.20909 0.30306
H -3.46098 2.37003 -2.16258
O -0.86728 -4.27520 0.69202
H -0.92253 -4.17384 -0.28079
H -1.23820 -3.42662 0.99647
*
```

---

Formula: C4H8O2
Source: OMol25
Level of theory: ωB97M-V/def2-TZVPD

Values from the calculation:
calculated total energy	-8368.615	eV
orbital gap	0.37238	hartree
relative energy (zero: lowest compared OMol25 entry of this formula, charge and spin)	4.667	eV

ORCA input file:
```
! wB97M-V def2-TZVPD RIJCOSX def2/J DEFGRID3
* xyz 0 1
C 1.43752 0.44777 -0.56507
C 0.57524 -0.43066 0.30508
C -0.89273 -0.19727 0.02645
C -1.96652 -0.34758 0.98303
H 2.11690 0.72209 -2.24730
H 2.45906 0.15925 -0.40674
H 1.42485 1.50672 -0.04273
H 0.76721 -0.36687 1.35324
H 0.72508 -1.49753 0.02259
H -1.27538 -0.18550 -0.96897
H -1.66685 -0.53728 2.07551
H -2.98543 -0.66399 0.72171
O 0.88412 0.42116 -1.91491
O -1.60308 0.96970 0.65809
*
```

---

Formula: CH3Br3SSi
Source: OMol25
Level of theory: ωB97M-V/def2-TZVPD

Values from the calculation:
calculated total energy	-229926.676	eV
orbital gap (spin up / spin down)	0.30792 / 0.19985	hartree
relative energy (zero: lowest compared OMol25 entry of this formula, charge and spin)	3.086	eV

ORCA input file:
```
! wB97M-V def2-TZVPD RIJCOSX def2/J DEFGRID3
* xyz 0 1
C 2.08207 -1.64932 -0.59317
Si -1.67501 1.28875 0.62390
S 0.43733 -1.24821 -0.54634
Br -0.39664 2.85527 1.64310
Br -2.87476 0.29696 2.25989
Br -3.14846 2.44594 -0.63567
H 2.75371 -1.17427 -1.27900
H 2.46144 -2.15621 0.27081
H 0.36031 -0.65891 -1.74352
*
```

---

Formula: C4H11NS2
Source: OMol25
Level of theory: ωB97M-V/def2-TZVPD

Values from the calculation:
calculated total energy	-27481.882	eV
orbital gap	0.13081	hartree
relative energy (zero: lowest compared OMol25 entry of this formula, charge and spin)	5.383	eV

ORCA input file:
```
! wB97M-V def2-TZVPD RIJCOSX def2/J DEFGRID3
* xyz 0 1
S -2.10446 1.84346 -0.95340
S 1.61905 -1.46962 2.61751
C 1.53811 -0.17314 1.49048
C 0.36770 -0.51464 0.42023
C -0.96466 -0.51751 1.14791
N 0.46216 0.39961 -0.64317
C 0.21664 -0.22245 -1.94360
H -1.83092 2.96873 -1.61862
H 2.43391 -0.08262 0.88210
H 1.31331 0.78378 1.93709
H 0.52983 -1.51298 0.01053
H -1.81061 -0.81685 0.52250
H -1.20754 0.48276 1.50827
H -0.89707 -1.21191 1.98572
H -0.27060 1.15334 -0.48066
H 1.18439 -0.58222 -2.31215
H -0.09874 0.53190 -2.65243
H -0.48049 -1.05965 -1.91832
*
```

---

Formula: C5H10O2
Source: OMol25
Level of theory: ωB97M-V/def2-TZVPD

Values from the calculation:
calculated total energy	-9436.348	eV
orbital gap (spin up / spin down)	0.28932 / 0.28940	hartree
relative energy (zero: lowest compared OMol25 entry of this formula, charge and spin)	6.695	eV

ORCA input file:
```
! wB97M-V def2-TZVPD RIJCOSX def2/J DEFGRID3
* xyz 0 1
C 2.21996 0.38580 0.57805
O 0.80610 1.12249 -0.47485
C 0.66797 -0.18323 -0.08292
C -0.17405 -0.53658 1.15008
C -0.97187 -0.70832 -0.05407
C -1.80310 0.38851 -0.61568
O -2.49915 -0.00377 -1.78467
H 2.50907 -0.53464 1.10478
H 2.08354 1.20291 1.27546
H 2.93441 0.61488 -0.20680
H 1.11174 -0.98792 -0.68247
H 0.14101 -1.42432 1.70015
H -0.37112 0.33567 1.77379
H -1.12380 -1.70718 -0.45248
H -2.54771 0.74506 0.10481
H -1.10505 1.23940 -0.81322
H -1.87793 0.05124 -2.51996
*
```

---

Formula: C23H22AuBrN4O2S
Source: OMol25
Level of theory: ωB97M-V/def2-TZVPD

Values from the calculation:
calculated total energy	-118816.349	eV
orbital gap	0.14144	hartree
relative energy (zero: lowest compared OMol25 entry of this formula, charge and spin)	0.000	eV

ORCA input file:
```
! wB97M-V def2-TZVPD RIJCOSX def2/J DEFGRID3
* xyz 2 1
Au -0.16765 -0.84491 0.82862
O 0.09740 -4.30698 -3.55882
C -1.05189 -4.33936 -2.77734
C -2.23672 -4.86227 -3.25785
C -3.34431 -4.90576 -2.42274
C -3.26091 -4.43635 -1.12193
C -2.06484 -3.91531 -0.65056
C -0.95990 -3.83940 -1.48306
C 0.36354 -3.32924 -0.88411
O 0.32735 -2.77194 0.29180
N 1.06392 -2.51848 -1.94203
N 1.47647 -1.37973 -1.71306
C 2.34760 -0.81878 -2.64979
C 2.64573 0.50325 -2.60731
Br 1.54916 1.64227 -1.62429
C 3.87656 0.89014 -3.24599
C 4.61331 2.05955 -3.17359
C 4.08471 3.35352 -2.86737
C 4.93780 4.41299 -2.72098
C 6.31937 4.22020 -2.84931
C 6.86283 2.97694 -3.18138
C 6.02265 1.91481 -3.38225
H -0.07559 -4.71850 -4.41432
H -2.29206 -5.25049 -4.26825
H -4.27075 -5.32257 -2.79312
H -4.12298 -4.48266 -0.47161
H -1.96832 -3.57105 0.36930
H 1.05490 -4.21041 -0.90645
H 1.20602 -3.02332 -2.83883
H 2.79990 -1.46313 -3.40078
H 4.35494 0.07133 -3.77762
H 3.01902 3.50695 -2.82461
H 4.54936 5.40014 -2.51432
H 6.98286 5.06567 -2.71495
H 7.93100 2.86225 -3.29784
H 6.42067 0.94568 -3.65575
N -2.23989 -0.14473 3.27770
C -1.81851 1.03703 2.85160
S -0.71372 1.23601 1.53687
N -2.22795 2.15661 3.44469
C -3.14928 2.31908 4.52639
C -4.28546 1.53221 4.66053
C -5.13072 1.74502 5.74252
C -4.86095 2.74465 6.66256
C -3.74538 3.55374 6.49330
C -2.88672 3.34273 5.42815
H -1.86373 -0.97184 2.84506
H -2.76857 -0.22901 4.13291
H -1.74130 2.99179 3.15467
H -4.56897 0.81718 3.89965
H -6.01490 1.13161 5.85042
H -5.52715 2.90707 7.49829
H -3.53750 4.34892 7.19596
H -2.01044 3.96687 5.30120
*
```